This record from OMol25 describes a cluster of 8 separate species, C63H130BF4N7O5 in total at a distorted geometry. The level of theory is wB97M-V/def2-TZVPD.

Orbital gap in eV: 5.5
Charge: +6

Each line ends with the Mulliken charge.
Positions of all 210 atoms, in Å:
1 C -15.46 -8.99 -4.22  -1.22
2 C -15.72 -7.45 -4.20  -0.74
3 C -17.09 -6.96 -3.60  -0.75
4 C -17.20 -7.30 -2.10  -0.63
5 N -18.41 -6.62 -1.35  1.15
6 C -18.53 -7.28 0.01  -0.93
7 C -17.46 -6.58 0.86  -0.48
8 C -17.65 -5.11 0.51  1.08
9 C -18.06 -5.14 -0.99  -0.88
10 C -19.71 -6.73 -2.09  -1.04
11 H -16.38 -9.53 -4.43  0.30
12 H -14.98 -9.37 -3.32  0.30
13 H -14.68 -9.32 -4.91  0.40
14 H -15.64 -7.15 -5.25  0.41
15 H -14.91 -6.84 -3.79  0.39
16 H -17.97 -7.28 -4.16  0.45
17 H -17.15 -5.89 -3.80  0.33
18 H -16.27 -6.98 -1.62  0.39
19 H -17.22 -8.38 -2.01  0.44
20 H -19.56 -7.26 0.38  -0.15
21 H -18.36 -8.34 -0.09  0.45
22 H -17.48 -6.78 1.93  0.08
23 H -16.47 -6.94 0.58  0.56
24 H -18.49 -4.68 1.07  -0.80
25 H -16.83 -4.43 0.73  0.55
26 H -18.93 -4.50 -1.14  0.29
27 H -17.36 -4.75 -1.73  0.03
28 H -19.61 -6.24 -3.06  0.43
29 H -20.44 -6.28 -1.43  -0.06
30 H -19.90 -7.80 -2.17  0.42
31 C -28.13 -4.08 6.56  -1.01
32 C -27.36 -2.97 7.21  -0.59
33 C -25.94 -2.86 6.52  -0.21
34 C -24.94 -3.86 7.08  -0.59
35 N -23.59 -3.81 6.24  1.00
36 C -22.61 -4.88 6.82  -0.65
37 C -21.43 -4.14 7.38  0.33
38 C -21.97 -2.74 7.55  -0.68
39 C -22.78 -2.50 6.29  -0.72
40 C -23.84 -4.08 4.76  -2.15
41 H -29.10 -4.17 7.05  0.42
42 H -27.58 -5.02 6.63  0.27
43 H -28.16 -3.85 5.49  0.17
44 H -27.31 -3.20 8.27  0.36
45 H -27.86 -2.01 7.04  0.36
46 H -25.54 -1.86 6.67  0.13
47 H -26.05 -3.02 5.45  0.04
48 H -25.31 -4.89 7.07  0.46
49 H -24.75 -3.53 8.10  0.39
50 H -22.35 -5.59 6.04  0.38
51 H -23.05 -5.45 7.63  0.32
52 H -20.59 -4.03 6.70  -0.66
53 H -21.20 -4.43 8.41  0.68
54 H -21.17 -2.03 7.78  0.17
55 H -22.66 -2.75 8.39  0.53
56 H -22.20 -2.32 5.39  -0.06
57 H -23.43 -1.64 6.45  0.49
58 H -24.56 -4.90 4.77  0.73
59 H -22.90 -4.30 4.25  0.49
60 H -24.25 -3.19 4.29  0.59
61 C -17.80 3.93 7.32  -1.58
62 C -18.12 2.44 6.92  1.22
63 C -19.08 1.93 7.99  -1.65
64 C -19.67 0.59 7.59  -0.35
65 C -20.54 0.75 6.22  -0.72
66 C -19.63 1.18 5.06  1.94
67 N -18.75 2.34 5.53  0.66
68 O -18.07 3.18 4.51  -0.22
69 C -20.52 1.58 3.94  -2.03
70 C -18.72 0.04 4.57  -0.17
71 C -16.79 1.67 6.94  -1.39
72 H -17.67 4.13 8.38  0.41
73 H -18.61 4.60 7.03  0.45
74 H -16.89 4.26 6.83  0.39
75 H -19.93 2.57 8.23  0.39
76 H -18.60 1.86 8.96  0.64
77 H -20.17 0.18 8.46  0.55
78 H -18.94 -0.20 7.41  0.20
79 H -21.35 1.42 6.51  0.59
80 H -21.14 -0.09 5.87  -0.33
81 H -21.08 2.50 4.11  0.52
82 H -21.22 0.78 3.69  0.40
83 H -19.90 1.89 3.10  0.47
84 H -18.04 -0.28 5.36  -0.31
85 H -18.13 0.42 3.73  0.28
86 H -19.28 -0.84 4.25  -0.47
87 H -16.12 2.16 6.25  0.50
88 H -16.85 0.60 6.72  0.09
89 H -16.30 1.68 7.92  0.45
90 C -23.44 -4.64 1.13  -0.57
91 C -24.29 -5.17 -0.10  2.11
92 C -24.58 -6.68 -0.05  -1.86
93 C -25.60 -7.13 1.05  -0.12
94 C -26.88 -6.33 0.75  -1.85
95 C -26.81 -4.85 0.72  1.43
96 N -25.64 -4.44 -0.19  0.68
97 O -25.65 -3.13 -0.67  -0.25
98 C -26.69 -4.37 2.17  -1.55
99 C -28.08 -4.35 0.06  -1.61
100 C -23.44 -4.95 -1.37  -1.26
101 H -23.43 -3.55 1.06  0.38
102 H -22.42 -5.02 1.11  -0.07
103 H -23.95 -4.99 2.03  -0.20
104 H -23.69 -7.29 0.09  0.44
105 H -24.99 -7.02 -1.00  0.52
106 H -25.11 -6.93 2.00  0.06
107 H -25.70 -8.22 0.96  0.55
108 H -27.61 -6.66 1.48  0.54
109 H -27.29 -6.76 -0.16  0.51
110 H -27.66 -4.62 2.61  0.58
111 H -26.43 -3.31 2.29  0.39
112 H -26.02 -4.92 2.83  0.17
113 H -28.11 -3.26 0.13  0.46
114 H -28.88 -4.60 0.75  0.42
115 H -28.25 -4.80 -0.92  0.43
116 H -23.85 -5.35 -2.30  0.53
117 H -22.43 -5.36 -1.40  -0.10
118 H -23.55 -3.90 -1.65  0.43
119 C -23.63 -10.33 2.25  -1.66
120 C -22.73 -10.86 3.40  0.97
121 C -21.59 -11.79 2.89  -1.15
122 C -20.42 -11.08 2.24  -0.56
123 C -19.88 -10.20 3.34  -1.39
124 C -20.76 -9.09 3.86  1.24
125 N -22.12 -9.69 4.22  0.98
126 O -22.63 -9.45 5.46  -0.29
127 C -20.87 -7.79 2.83  -0.83
128 C -20.02 -8.57 5.15  -1.41
129 C -23.68 -11.76 4.28  -1.57
130 H -22.98 -9.74 1.60  0.30
131 H -24.45 -9.74 2.66  0.45
132 H -24.12 -11.15 1.73  0.52
133 H -21.96 -12.55 2.20  0.46
134 H -21.25 -12.41 3.72  0.54
135 H -20.65 -10.56 1.31  0.25
136 H -19.62 -11.82 2.13  0.44
137 H -18.97 -9.75 2.95  0.35
138 H -19.55 -10.83 4.17  0.62
139 H -21.44 -6.96 3.25  0.09
140 H -21.45 -8.08 1.95  0.56
141 H -19.91 -7.37 2.54  -0.26
142 H -18.98 -8.35 4.91  0.37
143 H -19.94 -9.18 6.04  0.63
144 H -20.35 -7.60 5.52  -0.04
145 H -24.34 -11.13 4.88  0.43
146 H -23.05 -12.31 4.98  0.46
147 H -24.22 -12.49 3.68  0.41
148 C -17.68 -5.15 6.43  -2.92
149 C -16.19 -5.12 6.00  1.82
150 C -16.06 -6.11 4.79  -0.03
151 C -14.82 -5.95 4.01  -1.23
152 C -14.75 -4.56 3.40  -0.10
153 C -14.61 -3.48 4.51  1.02
154 N -15.82 -3.69 5.47  0.93
155 O -16.48 -2.58 5.89  -0.30
156 C -14.73 -2.11 3.83  -1.57
157 C -13.26 -3.53 5.26  -1.47
158 C -15.26 -5.46 7.22  -1.56
159 H -18.16 -6.12 6.53  0.61
160 H -18.36 -4.61 5.77  0.52
161 H -17.83 -4.54 7.32  0.63
162 H -16.92 -6.12 4.12  -0.92
163 H -16.18 -7.12 5.19  0.75
164 H -14.76 -6.81 3.35  0.53
165 H -13.90 -6.03 4.60  0.46
166 H -15.52 -4.43 2.64  -0.74
167 H -13.82 -4.60 2.83  0.72
168 H -14.67 -1.28 4.53  0.47
169 H -15.62 -2.01 3.21  0.00
170 H -13.93 -2.09 3.10  0.52
171 H -12.43 -3.70 4.57  0.35
172 H -13.29 -4.30 6.03  0.42
173 H -13.00 -2.59 5.75  0.40
174 H -14.86 -4.66 7.84  0.37
175 H -14.41 -6.03 6.85  0.43
176 H -15.80 -6.04 7.97  0.47
177 C -17.21 0.67 -1.66  -1.61
178 C -17.84 -0.72 -1.54  1.57
179 C -17.28 -1.33 -0.17  -0.26
180 C -18.16 -0.97 1.07  0.28
181 C -19.66 -1.31 0.92  -0.27
182 C -20.29 -0.41 -0.24  1.37
183 N -19.38 -0.55 -1.50  0.82
184 O -19.97 0.03 -2.57  -0.23
185 C -20.46 1.12 0.18  -1.73
186 C -21.63 -1.07 -0.54  -1.88
187 C -17.41 -1.68 -2.67  -1.66
188 H -16.20 0.67 -2.06  0.47
189 H -17.08 1.19 -0.71  0.32
190 H -17.79 1.36 -2.27  0.42
191 H -16.23 -1.07 -0.06  0.83
192 H -17.30 -2.42 -0.19  -1.05
193 H -17.99 0.11 1.18  0.45
194 H -17.76 -1.34 2.01  -0.64
195 H -20.26 -1.07 1.79  0.27
196 H -19.78 -2.37 0.71  -0.40
197 H -20.90 1.68 -0.64  0.53
198 H -19.54 1.64 0.44  0.33
199 H -21.03 1.25 1.11  0.42
200 H -22.36 -0.49 0.03  0.51
201 H -21.58 -2.13 -0.29  0.31
202 H -21.95 -0.84 -1.55  0.61
203 H -17.95 -1.58 -3.61  0.43
204 H -17.73 -2.69 -2.42  0.34
205 H -16.33 -1.64 -2.84  0.42
206 B -19.51 -4.06 3.66  -0.94
207 F -19.82 -5.32 4.07  0.13
208 F -20.36 -3.85 2.66  -0.21
209 F -19.68 -3.16 4.70  0.06
210 F -18.29 -4.06 3.17  0.73